(1)
C34H41BCsF6N10OP as an isolated structure at a distorted geometry. Source: the Open Molecules 2025 dataset; level of theory: ωB97M-V/def2-TZVPD.

```
95
C34H41BCsF6N10OP | the Open Molecules 2025 dataset | ωB97M-V/def2-TZVPD
Cs -4.2269 -1.1867 -0.0303
C -6.3090 0.5115 -2.5356
C -5.4451 -0.3388 -3.2643
N -4.1654 -0.0198 -3.0950
N -4.1535 1.0164 -2.2897
C -5.4598 1.3627 -1.9567
B -2.8553 1.8840 -1.9141
N -3.1412 2.4005 -0.4595
C -3.2336 3.6447 0.0424
C -3.6726 3.5195 1.3652
C -3.7968 2.1563 1.5451
N -3.5037 1.4364 0.4324
N -1.5765 1.0425 -2.0194
C -0.5171 1.2233 -2.9019
C 0.3419 0.2141 -2.4883
C -0.3377 -0.6173 -1.5826
N -1.4974 -0.0849 -1.2561
N -2.8215 3.1328 -2.9676
C -3.2238 3.1820 -4.2769
C -2.7742 4.3465 -4.8656
C -2.0104 4.9221 -3.8248
N -2.0620 4.2057 -2.6883
H -7.4369 0.4714 -2.3172
H -5.8815 -1.1628 -3.8716
H -5.6847 2.2726 -1.3891
H -3.0174 4.6188 -0.4597
H -3.8416 4.2850 2.0850
H -3.9467 1.5456 2.3923
H -0.3112 2.0989 -3.4948
H 1.2530 0.0123 -2.9375
H 0.1081 -1.4595 -1.0486
H -3.7796 2.3176 -4.5888
H -2.8119 4.7338 -5.9044
H -1.4503 5.8804 -3.8232
C 5.1214 -0.8094 -0.0167
C 4.8760 0.5673 -0.7203
C 4.0112 0.4633 -1.8949
C 4.3899 1.6401 0.2337
C 5.1626 2.7962 0.3987
C 4.6460 3.7963 1.2214
C 3.4211 3.7457 1.8102
C 2.5556 2.6988 1.6701
C 1.0671 2.9220 2.1156
C 0.5519 2.5313 3.4870
C 0.0368 2.3874 1.1214
C 3.1136 1.6700 0.8629
N 2.5065 0.3878 0.8751
C 2.3358 -0.2521 2.0697
C 1.7935 -1.5744 2.1031
C 1.6915 -2.3575 3.3559
C 1.2023 -3.5660 2.9022
C 1.1427 -3.4864 1.4283
N 1.4749 -2.3134 0.9990
C 0.8672 -4.7379 0.5948
C -0.6251 -5.1020 0.7445
C 1.8394 -5.9201 0.9620
C 1.0077 -4.2980 -0.8511
H 5.8230 -1.4667 -0.5183
H 4.1726 -1.3052 -0.2034
H 5.3037 -0.6369 1.0687
H 5.8033 0.9409 -1.1024
H 2.9228 0.3002 -1.5870
H 4.4745 -0.3284 -2.4714
H 4.1417 1.3322 -2.5576
H 6.1261 2.6708 0.0396
H 5.3272 4.6278 1.5036
H 3.0338 4.5600 2.3810
H 1.0063 3.9977 1.9691
H 0.4910 1.4682 3.6250
H -0.4604 2.9064 3.6438
H 1.2134 2.9994 4.2544
H -0.2507 1.3642 1.3493
H 0.3084 2.4119 0.0667
H -0.9318 2.9265 1.2816
H 2.7627 0.3016 2.9281
H 1.8369 -1.9920 4.3397
H 0.8596 -4.4284 3.3750
H -0.9287 -5.2422 1.8330
H -0.7582 -6.0026 0.1290
H -1.2438 -4.3925 0.1942
H 1.7814 -6.1366 2.0212
H 2.8771 -5.7032 0.6732
H 1.4017 -6.8321 0.4071
H 0.2539 -3.5582 -1.0042
H 0.7973 -5.1234 -1.5805
H 2.0495 -3.9188 -1.0121
O 3.3006 -7.4576 -4.0188
C 3.8377 -6.4695 -3.8230
F -3.9743 -3.1328 3.0204
P -2.6218 -2.3568 3.4036
F -3.3163 -0.9360 2.9633
F -1.1859 -1.6665 3.7328
F -1.9615 -3.8236 3.8654
F -2.1306 -2.5220 1.8226
F -3.0893 -2.1325 4.9041
```

Properties
Charge = 0
DFT total energy = -2928.663104 Eh
Frontier orbital gap (alpha / beta) = 0.15042 / 0.17036 hartree
ΔE to the lowest compared entry with this formula, charge and spin = 75.38 kcal/mol

---

(2)
C34H41BCsF6N10OP as an isolated structure at a distorted geometry. Source: the Open Molecules 2025 dataset; level of theory: ωB97M-V/def2-TZVPD.

```
95
C34H41BCsF6N10OP | the Open Molecules 2025 dataset | ωB97M-V/def2-TZVPD
Cs 1.9120 0.4869 0.5775
C 3.8880 -2.1195 1.4762
C 3.5810 -2.6246 0.1684
N 2.3379 -3.0442 0.1073
N 1.8340 -2.8830 1.3453
C 2.7671 -2.3835 2.2316
B 0.5254 -3.4279 1.7517
N -0.4395 -2.3252 2.3311
C -1.5477 -2.6306 2.9685
C -2.1093 -1.5210 3.5421
C -1.2176 -0.4972 3.2729
N -0.2339 -0.9194 2.4566
N -0.0520 -3.9967 0.3169
C 0.3972 -5.0344 -0.3167
C 0.3922 -4.8495 -1.6820
C -0.1078 -3.6213 -1.8427
N -0.3732 -3.0435 -0.6584
N 0.7468 -4.5777 2.7401
C 0.6918 -4.4927 4.0770
C 1.1608 -5.6878 4.6044
C 1.5263 -6.4305 3.4447
N 1.2741 -5.7380 2.2924
H 4.9210 -1.6952 1.7453
H 4.1670 -2.5776 -0.7324
H 2.5646 -2.2770 3.3333
H -1.9899 -3.6495 3.0735
H -2.9832 -1.4234 4.1568
H -1.2906 0.5560 3.5131
H 0.7978 -5.8998 0.2563
H 0.8678 -5.4727 -2.3909
H -0.1199 -3.0091 -2.7201
H 0.3190 -3.6517 4.6545
H 1.2223 -5.9871 5.6432
H 1.9490 -7.4158 3.4828
C -3.3966 2.2445 2.7851
C -3.3040 1.7402 1.3132
C -4.7019 1.3139 0.7746
C -2.6941 2.8106 0.4664
C -3.2322 4.0637 0.5139
C -2.5813 5.1967 0.0127
C -1.4282 5.1510 -0.7031
C -0.9469 3.8520 -0.9083
C 0.2852 3.7672 -1.8168
C 1.2946 4.6084 -1.0638
C 0.0375 4.1976 -3.2382
C -1.5688 2.7519 -0.3087
N -0.9116 1.4941 -0.6277
C -1.6363 0.5170 -0.8647
C -1.0377 -0.8202 -1.4875
C -1.7786 -0.6741 -2.7715
C -0.8369 -0.4510 -3.7246
C 0.5085 -0.4634 -3.0490
N 0.3326 -0.6413 -1.7754
C 1.8134 -0.2721 -3.7438
C 1.6967 0.8364 -4.7972
C 2.9478 0.0887 -2.7637
C 2.1342 -1.5438 -4.4945
H -3.5227 1.4069 3.4987
H -4.2337 2.9207 3.0071
H -2.5081 2.7193 3.2231
H -2.7470 0.8090 1.3509
H -5.3488 2.1915 0.8384
H -5.0019 0.5380 1.4992
H -4.6262 0.8551 -0.2015
H -4.1570 4.2405 1.0592
H -2.9937 6.1510 0.3047
H -0.9696 6.0121 -1.1695
H 0.5459 2.6752 -1.7549
H 1.0577 5.6483 -1.1198
H 2.2933 4.4589 -1.5321
H 1.3579 4.2272 -0.0184
H -0.3186 5.1772 -3.2593
H -0.6587 3.4256 -3.6974
H 1.0348 4.1187 -3.7791
H -2.7299 0.5895 -0.7592
H -2.8206 -0.7326 -2.6922
H -0.9751 -0.2218 -4.7401
H 1.0948 0.3924 -5.6272
H 2.7196 0.9741 -5.1323
H 1.3877 1.8479 -4.4451
H 2.7688 1.0650 -2.3163
H 3.9299 -0.0469 -3.2106
H 2.9353 -0.5281 -1.8812
H 1.3951 -1.7688 -5.2488
H 2.1623 -2.4396 -3.8623
H 3.1120 -1.4441 -4.9615
O -2.3317 -2.0706 0.0975
C -1.3556 -1.9809 -0.5676
F 2.5598 2.9177 1.6197
P 1.6087 3.3079 2.9024
F 0.3383 3.1008 1.8696
F 0.5010 3.4511 4.1147
F 2.8298 3.5283 3.8650
F 1.6372 4.8681 2.5914
F 1.6546 1.7118 3.1876
```

Properties
Charge = 0
DFT total energy = -2928.783229 Eh
Frontier orbital gap = 0.28755 hartree
ΔE to the lowest compared entry with this formula, charge and spin = 0.00 kcal/mol

---

(3)
C34H41BF4N7PSi2Zr as an isolated structure at a distorted geometry. Source: the Open Molecules 2025 dataset; level of theory: ωB97M-V/def2-TZVPD.

```
91
C34H41BF4N7PSi2Zr | the Open Molecules 2025 dataset | ωB97M-V/def2-TZVPD
Zr 0.0793 -0.4824 0.0678
C 5.5024 -1.4177 -1.4562
N 4.2886 -1.5638 -0.6614
C 4.0310 -2.5896 0.2044
C 2.7926 -2.3591 0.7220
N 2.2904 -1.2141 0.1768
C 3.2071 -0.7456 -0.6669
P 3.3434 1.0105 -1.1683
C 1.8118 1.2720 -2.1029
N 0.5951 0.9827 -1.6768
C -0.2796 1.4765 -2.6066
C 0.4270 2.0717 -3.6041
N 1.7499 1.9434 -3.2755
C 2.8753 2.4205 -4.0693
C 2.7549 1.6631 0.4197
N 1.6764 1.2427 1.0490
C 1.6302 1.9115 2.2357
C 2.7026 2.7511 2.3215
N 3.4101 2.5916 1.1621
C 4.6416 3.2857 0.8089
H 5.8349 -2.4004 -1.7795
H 5.2946 -0.8148 -2.3338
H 6.2942 -0.9445 -0.8774
H 4.7168 -3.4067 0.3517
H 2.2259 -2.9692 1.4049
H -1.3424 1.3425 -2.5098
H 0.1045 2.5558 -4.5106
H 2.4858 2.9548 -4.9302
H 3.4988 3.0972 -3.4902
H 3.4815 1.5881 -4.4201
H 0.8215 1.7692 2.9343
H 3.0090 3.4417 3.0896
H 4.8544 4.0239 1.5764
H 5.4774 2.5917 0.7483
H 4.5348 3.7973 -0.1446
C -1.7186 -2.2263 3.0612
Si -0.7180 -0.6663 2.7136
C 0.6452 -0.7940 4.0446
C -1.8005 0.8046 3.2450
C -2.3614 0.8354 4.5303
C -3.1719 1.8823 4.9416
C -3.4348 2.9330 4.0677
C -2.8847 2.9193 2.7944
C -2.0688 1.8648 2.3603
Si -1.3299 1.8863 0.6012
C -0.4210 3.5631 0.5092
C -2.8025 2.2443 -0.5673
H -2.0914 -2.2050 4.0909
H -1.0901 -3.1143 2.9419
H -2.5716 -2.3322 2.3870
H 0.2263 -1.2744 4.9336
H 1.0539 0.1729 4.3486
H 1.4802 -1.4145 3.6989
H -2.1627 0.0204 5.2225
H -3.6014 1.8815 5.9374
H -4.0686 3.7554 4.3797
H -3.0964 3.7489 2.1233
H -1.1540 4.3696 0.4070
H 0.2451 3.6068 -0.3648
H 0.1741 3.7639 1.4007
H -3.6198 2.6969 0.0026
H -3.1957 1.3422 -1.0442
H -2.5155 2.9543 -1.3503
C -5.1672 -2.6852 0.3817
C -4.4563 -3.3459 -0.6146
C -3.2861 -2.8126 -1.1275
C -2.7956 -1.5880 -0.6638
C -3.5062 -0.9429 0.3474
C -4.6744 -1.4843 0.8653
N -1.5820 -1.0368 -1.1480
C -1.1704 -1.3862 -2.4442
C 0.1760 -1.6747 -2.6880
C 0.6548 -1.9047 -3.9680
C -0.2079 -1.8702 -5.0525
C -1.5563 -1.6036 -4.8276
C -2.0313 -1.3638 -3.5497
H -6.0793 -3.1091 0.7823
H -4.8031 -4.3042 -0.9832
H -2.7235 -3.3686 -1.8662
H -3.1400 -0.0080 0.7498
H -5.1919 -0.9557 1.6575
H 0.8701 -1.7533 -1.8548
H 1.7028 -2.1451 -4.1119
H 0.1573 -2.0724 -6.0510
H -2.2474 -1.5802 -5.6620
H -3.0814 -1.1518 -3.3877
F 1.3093 -3.9781 -0.8014
B 0.2855 -4.0752 0.1414
F -0.1202 -2.6260 0.4687
F 0.7351 -4.5867 1.3474
F -0.8371 -4.6831 -0.3449
```

Properties
Charge = 0
DFT total energy = -3095.564587 Eh
Frontier orbital gap = 0.22631 hartree
ΔE to the lowest compared entry with this formula, charge and spin = 15.15 kcal/mol